1.
The following is a DFT calculation (ωB97M-V/def2-TZVPD) of a structure of composition ClH46LiO23 in a non-equilibrium geometry.

* energy: -60571.6482 eV
* highest occupied orbital energy: -9.35 eV
* Kohn-Sham gap: 8.41 eV
* charge: 0
* F_max: 0.024 hartree/bohr

The geometry in XYZ format:
```
71
Properties=species:S:1:pos:R:3:lowdin_charge:R:1
Li 0.26939 0.23822 -0.28336 0.5583
Cl 1.23664 -0.54084 1.76535 0.0547
O -0.88605 1.50581 -3.08993 -0.0247
H -0.82066 1.77069 -4.00742 0.0420
H -0.99332 0.55517 -3.12164 0.0189
O -2.06434 -0.32202 2.77590 -0.0551
H -1.38435 -0.29897 2.10262 -0.0306
H -2.87891 -0.45085 2.28998 0.0052
O 2.76406 -3.38735 1.06643 -0.0837
H 2.65150 -2.44578 0.93604 -0.0574
H 2.13051 -3.61273 1.74764 -0.0370
O -3.81974 -1.93712 1.42940 -0.0256
H -4.47266 -2.51033 1.83111 0.0722
H -4.07308 -1.89398 0.50735 0.0473
O 0.41346 2.40574 3.20040 -0.0569
H 1.19998 2.72002 3.64630 0.0692
H 0.68951 1.59774 2.76779 -0.0430
O 0.70735 2.17408 -0.58035 -0.1071
H 0.74834 2.26893 -1.53195 0.0092
H 1.20128 2.92146 -0.24318 0.0135
O -0.43607 -5.06548 0.57966 -0.0543
H -0.40190 -5.89692 1.05271 0.0323
H 0.11526 -4.47465 1.09266 -0.0133
O 4.28497 2.15037 -0.77992 -0.0343
H 4.27042 3.03433 -0.41299 0.0344
H 4.04270 2.26780 -1.69848 0.0163
O 1.32503 4.73658 -1.48077 -0.0473
H 0.40760 4.48864 -1.59511 0.0346
H 1.34987 5.66943 -1.69384 0.0459
O -3.82586 1.61421 -3.22450 -0.0518
H -3.79790 2.41778 -3.74385 0.0359
H -3.02803 1.64192 -2.69636 -0.0071
O -2.27172 2.04297 4.04013 -0.0840
H -1.38492 2.35503 3.86000 -0.0240
H -2.26948 1.13159 3.74756 -0.0355
O -2.65190 -1.55264 -2.65128 -0.0279
H -3.55030 -1.27924 -2.46588 0.0507
H -2.56295 -2.39845 -2.21204 0.0589
O -1.70200 0.06030 -0.43048 -0.0908
H -2.23029 -0.58265 -0.90350 0.0067
H -2.34223 0.63883 -0.01619 -0.0174
O -3.72377 1.43304 0.43531 -0.0125
H -4.28604 1.84270 -0.22217 0.0609
H -4.11147 1.68517 1.27337 0.0749
O 3.60172 0.08951 -3.66028 -0.0258
H 3.71311 -0.60606 -4.30835 0.0484
H 3.88215 0.88550 -4.11194 0.0435
O 0.25694 -2.08716 -3.26385 -0.0367
H 0.28299 -1.37894 -3.90726 -0.0296
H -0.53956 -2.57417 -3.47514 0.0502
O 4.44121 -0.17294 1.80355 -0.0877
H 4.62488 -0.21337 0.86501 0.0154
H 3.48620 -0.19935 1.86255 -0.1124
O 2.50147 -0.97255 4.79955 -0.0750
H 2.32570 -0.79374 3.87577 -0.0902
H 2.79593 -0.13380 5.15454 0.0271
O -2.01139 -3.65220 2.92900 -0.0668
H -2.29245 -2.88392 2.43203 -0.0218
H -1.05658 -3.58806 2.95038 -0.0317
O 0.21081 -0.28433 -5.14641 -0.0214
H 0.62395 -0.77793 -5.85487 0.0764
H 0.37755 0.63279 -5.36392 0.0627
O 1.50677 -0.37639 -1.62164 -0.1114
H 0.99474 -0.99523 -2.14231 -0.0156
H 2.38706 -0.41931 -1.99510 0.0267
O 0.23198 4.44215 1.33216 -0.0573
H 1.03782 4.79891 1.70579 0.0351
H 0.00178 3.71393 1.90916 -0.0087
O 0.75015 -3.77041 3.04391 -0.0499
H 1.11078 -4.44966 3.61380 0.0885
H 0.91640 -2.95180 3.51132 0.0472
```

***

2.
The following is a DFT calculation (ωB97M-V/def2-TZVPD) of an isolated molecule of ClH4NSi in a non-equilibrium geometry.

* energy: -21956.3824 eV
* highest occupied orbital energy: -9.64 eV
* Kohn-Sham gap: 10.56 eV
* SMILES: N[SiH2]Cl
* charge: 0
* F_max: 0.053 hartree/bohr

The geometry in XYZ format:
```
7
Properties=species:S:1:pos:R:3:lowdin_charge:R:1
N 0.27920 -0.67093 -0.72599 -0.2128
Si -0.38037 0.48823 0.37633 0.0036
Cl 1.27082 1.41212 0.95731 0.2696
H 1.20130 -1.11060 -0.57058 0.0326
H -0.35436 -1.04953 -1.44552 0.0212
H -0.48336 -0.28775 1.69552 -0.0679
H -1.53322 1.21847 -0.28707 -0.0464
```

***

3.
The following is a DFT calculation (ωB97M-V/def2-TZVPD) of a cluster of 2 separate species, ClH4PSi in total in a non-equilibrium geometry.

* energy: -29752.0800 eV
* highest occupied orbital energy: -9.09 eV
* Kohn-Sham gap: 8.04 eV
* charge: 0
* F_max: 0.059 hartree/bohr

The geometry in XYZ format:
```
7
Properties=species:S:1:pos:R:3:lowdin_charge:R:1
Si -2.17602 1.02961 -0.08391 0.2823
P 2.22784 -0.98314 -0.09989 0.5871
Cl -3.12620 -0.83386 -0.00692 0.0057
H -3.25835 1.74542 -0.55318 -0.2836
H 2.95784 -0.54726 0.96461 -0.2289
H 0.94129 -0.70548 0.51585 -0.1893
H 2.43361 0.29471 -0.73656 -0.1733
```

***

4.
The following is a DFT calculation (ωB97M-V/def2-TZVPD) of an isolated molecule of ClH4PSi in a non-equilibrium geometry.

* energy: -29753.7534 eV
* highest occupied orbital energy: -10.40 eV
* Kohn-Sham gap: 10.74 eV
* SMILES: P[SiH2]Cl
* charge: 0
* F_max: 0.055 hartree/bohr

The geometry in XYZ format:
```
7
Properties=species:S:1:pos:R:3:lowdin_charge:R:1
P 1.27858 -1.05832 0.44929 0.4847
Si -0.12748 0.67644 0.16372 0.0827
Cl -2.24041 -0.17146 0.01863 -0.0333
H 0.00200 -1.79229 0.34306 -0.1617
H 1.51363 -0.99340 -0.98988 -0.1468
H -0.27312 1.80245 1.09270 -0.1246
H -0.15320 1.53657 -1.07751 -0.1010
```

***

5.
The following is a DFT calculation (ωB97M-V/def2-TZVPD) of a cluster of 2 separate species, ClH5N3P in total in a non-equilibrium geometry.

* energy: -26362.0770 eV
* highest occupied orbital energy: -9.78 eV
* Kohn-Sham gap: 9.61 eV
* SMILES: [H]/N=P(\Cl)=N\[H].N
* charge: 0
* F_max: 0.096 hartree/bohr

The geometry in XYZ format:
```
10
Properties=species:S:1:pos:R:3:lowdin_charge:R:1
H -0.56063 -1.43275 0.53602 0.0103
N -1.06776 -1.38546 -0.37624 -0.2354
P -2.44708 -0.73137 -0.39565 0.2819
Cl -2.81267 0.66817 1.12443 0.1863
N -3.50046 -0.90379 -1.51116 -0.2322
H -4.10784 -0.08271 -1.56557 -0.0182
N 0.37911 2.06090 0.16302 0.0219
H 0.27749 2.71469 -0.69548 0.0715
H 1.25750 1.68425 0.28155 -0.0345
H -0.00175 2.37351 0.98483 -0.0516
```

***

6.
The following is a DFT calculation (ωB97M-V/def2-TZVPD) of a cluster of 2 separate species, ClH6N4P in total in a non-equilibrium geometry.

* energy: -27864.9743 eV
* highest occupied orbital energy (alpha / beta): -7.12 / -8.39 eV
* Kohn-Sham gap (alpha / beta): 7.52 / 8.16 eV
* charge: 0
* F_max: 0.089 hartree/bohr

The geometry in XYZ format:
```
12
Properties=species:S:1:pos:R:3:lowdin_charge:R:1
N -1.30466 -1.60812 -0.11860 -0.0780
N 0.14687 1.62571 0.86943 -0.1006
N -1.28320 -0.40032 -0.82447 -0.0839
N 1.26267 1.35086 0.05179 -0.5366
P 1.71834 -0.12855 -0.57985 0.3521
Cl 1.75196 -1.20479 1.07471 0.1356
H -1.03649 -1.39635 0.81458 0.0201
H -0.95297 -2.34605 -0.74694 0.0905
H -0.60327 1.48858 0.23482 0.0000
H 0.14060 0.88921 1.69774 0.0834
H -0.97104 -0.43251 -1.79357 -0.0013
H 1.13119 2.16233 -0.67963 0.1186
```

***

7.
The following is a DFT calculation (ωB97M-V/def2-TZVPD) of a cluster of 2 separate species, ClH6NSi2 in total in a non-equilibrium geometry.

* energy: -29863.9849 eV
* highest occupied orbital energy: -8.94 eV
* Kohn-Sham gap: 8.07 eV
* charge: 0
* F_max: 0.055 hartree/bohr

The geometry in XYZ format:
```
10
Properties=species:S:1:pos:R:3:lowdin_charge:R:1
N -0.62332 0.25331 -0.28415 -0.1953
Si -1.96644 -0.83916 0.14544 0.5381
Si 2.94051 1.17478 0.00315 0.2686
Cl 4.03520 -0.63952 0.03141 -0.0452
H -0.87152 1.20409 -0.22076 -0.0201
H -0.23353 0.22942 -1.16269 -0.0448
H -3.12811 0.01833 0.06536 -0.1042
H -2.51183 -1.63605 -1.01407 -0.0957
H -1.44543 -1.61227 1.26253 -0.0914
H 3.80448 1.84706 1.17379 -0.2100
```

***

8.
The following is a DFT calculation (ωB97M-V/def2-TZVPD) of a structure of composition ClH8NSi3 in a non-equilibrium geometry.

* energy: -37775.7686 eV
* highest occupied orbital energy: -9.70 eV
* Kohn-Sham gap: 10.32 eV
* charge: 0
* F_max: 0.114 hartree/bohr

The geometry in XYZ format:
```
13
Properties=species:S:1:pos:R:3:lowdin_charge:R:1
N -0.03529 -0.37181 0.00843 -0.5812
Si 1.04960 -0.50298 1.27386 0.3590
Si 0.01776 -0.95004 -1.60898 0.4301
Si -1.14335 1.24668 0.36958 0.0381
Cl -0.41637 2.73636 -0.60356 0.3855
H 2.11895 0.59403 1.23868 -0.0612
H 1.82741 -1.66420 1.37751 -0.1024
H 0.31818 -0.22958 2.47443 -0.0920
H -1.12120 -0.22836 -2.07774 -0.1002
H 0.12661 -2.40648 -1.81266 -0.0748
H 0.93780 -0.36637 -2.61264 -0.0877
H -1.20881 1.64275 1.73426 -0.0839
H -2.47129 0.49999 0.23882 -0.0293
```

***

9.
The following is a DFT calculation (ωB97M-V/def2-TZVPD) of a cluster of 2 separate species, ClHN2O in total in a non-equilibrium geometry.

* energy: -17558.5198 eV
* highest occupied orbital energy (alpha / beta): -9.09 / -11.19 eV
* Kohn-Sham gap (alpha / beta): 8.71 / 8.84 eV
* 2S+1: 3
* charge: 0
* F_max: 0.039 hartree/bohr

The geometry in XYZ format:
```
5
Properties=species:S:1:pos:R:3:mulliken_spin:R:1
N -0.92121 -0.23244 0.00536 0.0285
N 0.17061 -0.68010 0.01786 0.4032
O 0.77872 -1.70710 0.06653 0.3955
Cl -1.28379 1.54665 0.04828 0.2587
H 1.25567 1.07299 -0.13803 0.9141
```

***

10.
The following is a DFT calculation (ωB97M-V/def2-TZVPD) of a cluster of 2 separate species, ClHNO in total in a non-equilibrium geometry.

* energy: -16075.5402 eV
* highest occupied orbital energy: -3.91 eV
* Kohn-Sham gap: 7.49 eV
* charge: -1
* F_max: 0.052 hartree/bohr

The geometry in XYZ format:
```
4
Properties=species:S:1:pos:R:3:lowdin_charge:R:1
N 0.01982 -0.95643 0.22780 -0.0353
O -1.03042 -1.46720 -0.15907 -0.1569
Cl 0.36784 2.47774 0.04938 -0.8256
H 0.41169 -0.15223 -0.51491 0.0178
```

***

11.
The following is a DFT calculation (ωB97M-V/def2-TZVPD) of a cluster of 2 separate species, ClHNO in total in a non-equilibrium geometry.

* energy: -16071.4844 eV
* highest occupied orbital energy (alpha / beta): -3.65 / -1.76 eV
* Kohn-Sham gap (alpha / beta): 7.85 / 4.30 eV
* charge: -1
* F_max: 0.032 hartree/bohr

The geometry in XYZ format:
```
4
Properties=species:S:1:pos:R:3:lowdin_charge:R:1
N -1.17996 1.03596 -0.20008 -0.6984
O 1.94474 -0.54698 0.14644 -0.4224
Cl -1.84123 -0.39267 0.12860 0.2782
H 1.07645 -0.09631 -0.07496 -0.1574
```

***

12.
The following is a DFT calculation (ωB97M-V/def2-TZVPD) of a cluster of 2 separate species, ClHNO in total in a non-equilibrium geometry.

* energy: -16075.4755 eV
* highest occupied orbital energy (alpha / beta): -3.79 / -3.79 eV
* Kohn-Sham gap (alpha / beta): 7.99 / 7.99 eV
* charge: -1
* F_max: 0.072 hartree/bohr

The geometry in XYZ format:
```
4
Properties=species:S:1:pos:R:3:lowdin_charge:R:1
N -0.90650 0.18027 -0.38730 -0.0990
O -0.71099 1.21608 0.27630 -0.1974
Cl 1.91321 -0.67578 0.10974 -0.6451
H -0.29573 -0.72057 0.00126 -0.0586
```